{
  "formula": "C5H10O2",
  "method": "ωB97M-V/def2-TZVPD",
  "elements": ["O", "C", "C", "C", "C", "O", "C", "H", "H", "H", "H", "H", "H", "H", "H", "H", "H"],
  "coordinates": [[-1.9764, -1.1433, -1.1710], [-1.8487, -0.0176, -0.6272], [-0.3331, 0.0450, 0.8177], [0.6543, -0.8393, 0.4138], [1.7717, -0.0273, -0.2057], [1.2099, 1.2535, -0.4151], [0.2136, 1.4415, 0.5754], [-0.6440, -1.7379, -1.1612], [-1.4123, 0.8136, -1.2049], [-2.5581, 0.2719, 0.1603], [-0.9520, -0.1751, 1.6812], [0.8554, -1.7846, 0.9076], [0.1201, -1.7379, -0.8162], [2.1562, -0.3997, -1.1589], [2.6081, 0.0172, 0.5151], [-0.5117, 2.1654, 0.1868], [0.6469, 1.8547, 1.5022]],
  "forces_ev_per_angstrom": [[0.20, 0.16, 0.04], [-0.12, 0.02, -0.07], [0.17, -0.06, 0.10], [-0.10, 0.10, 0.07], [0.10, -0.23, -0.04], [0.05, 0.04, -0.03], [-0.22, 0.07, 0.13], [-0.15, 0.09, 0.07], [-0.03, -0.13, 0.07], [0.12, -0.08, -0.08], [0.06, 0.04, -0.15], [-0.04, 0.15, -0.10], [0.07, -0.06, 0.00], [-0.07, 0.03, 0.13], [-0.10, 0.02, -0.10], [0.07, -0.11, 0.07], [-0.03, -0.05, -0.12]],
  "relative_energy_kj_mol": 525.6,
  "spin_multiplicity": 1,
  "lumo_energy_ev": 0.52,
  "gap_ev": 9.671
}